{"formula": "C5H9N3", "method": "the ωB97M-V functional and the def2-TZVPD basis", "species": ["C", "C", "C", "C", "C", "N", "N", "N", "H", "H", "H", "H", "H", "H", "H", "H", "H"], "positions_angstrom": [[-0.75, -0.71, -2.48], [-1.89, -1.05, -1.97], [0.28, 0.38, 1.20], [0.44, 1.23, 2.43], [1.49, -0.18, 0.51], [-1.90, -0.08, 0.32], [-0.87, 0.13, 0.76], [0.36, -0.30, -2.76], [-2.04, -2.02, -1.53], [-2.73, -0.40, -2.02], [0.79, 2.23, 2.16], [1.16, 0.78, 3.10], [-0.51, 1.34, 2.95], [1.82, -1.11, 0.98], [2.31, 0.54, 0.58], [1.28, -0.37, -0.54], [0.76, -0.39, -3.68]], "lowdin_charge": [-0.2769, -0.0664, -0.3825, -0.0497, -0.0429, 0.1770, -0.0910, 0.1381, 0.0606, 0.0561, 0.0745, 0.0729, 0.0729, 0.0760, 0.0750, 0.0349, 0.0715], "orbital_gap_ev": 8.540, "charge": 0, "relative_energy_ev": 3.738}


{"formula": "C2H28O11S2", "method": "the ωB97M-V functional and the def2-TZVPD basis", "species": ["C", "C", "S", "S", "H", "H", "H", "H", "H", "H", "O", "H", "H", "O", "H", "H", "O", "H", "H", "O", "H", "H", "O", "H", "H", "O", "H", "H", "O", "H", "H", "O", "H", "H", "O", "H", "H", "O", "H", "H", "O", "H", "H"], "positions_angstrom": [[1.91, -0.31, -1.31], [1.78, -0.33, -2.82], [2.00, -1.96, -3.68], [0.72, -3.33, -3.23], [1.52, -1.28, -0.94], [1.25, 0.42, -0.87], [2.94, -0.15, -0.99], [2.36, 0.41, -3.35], [0.69, -0.11, -2.97], [0.82, -3.84, -1.99], [-0.26, -3.87, 0.01], [-0.96, -3.35, 0.37], [-0.47, -4.78, 0.01], [-0.52, 1.30, 0.66], [-0.67, 1.28, -0.36], [0.39, 1.56, 0.75], [-1.36, -0.88, 1.60], [-0.82, -0.08, 1.53], [-1.17, -1.33, 2.42], [1.58, -2.44, 1.81], [1.07, -3.25, 1.99], [1.58, -2.27, 0.84], [1.79, 3.35, -2.24], [0.92, 3.14, -2.53], [1.74, 4.24, -1.86], [-0.77, 2.19, -1.63], [-1.36, 2.94, -1.30], [-1.37, 1.78, -2.28], [1.53, 0.19, 3.15], [1.83, 0.31, 2.25], [1.76, -0.73, 3.36], [-3.09, 1.17, 2.57], [-2.21, 1.57, 2.60], [-3.19, 0.64, 3.35], [-3.04, 0.18, -2.34], [-2.94, 0.33, -1.38], [-2.93, -0.75, -2.52], [-3.38, 0.10, 0.26], [-2.68, -0.36, 0.82], [-3.68, 0.77, 0.85], [2.32, 2.55, 2.78], [1.44, 2.68, 3.12], [2.92, 2.31, 3.52]], "lowdin_charge": [-0.1487, -0.5564, 0.3597, 0.2812, 0.0541, 0.0337, 0.0835, 0.0657, 0.0716, -0.2085, -0.0320, 0.0267, 0.0271, -0.0964, 0.0386, 0.0381, -0.0694, -0.0098, 0.0588, -0.0754, 0.0424, 0.0233, -0.0567, -0.0163, 0.0425, -0.0617, 0.1281, 0.0645, -0.0762, 0.0161, 0.0332, -0.0386, 0.0473, 0.0548, -0.0830, -0.0208, 0.0287, -0.0868, 0.0068, 0.0018, -0.0756, 0.0256, 0.0584], "orbital_gap_ev": 8.399, "charge": 0, "smiles": "CCSS.O.O.O.O.O.O.O.O.O.O.O", "relative_energy_ev": 0.940}


{"formula": "C13H39Ba2FeNO18P2", "method": "the ωB97M-V functional and the def2-TZVPD basis", "species": ["Fe", "Ba", "Ba", "P", "O", "O", "O", "O", "P", "O", "O", "O", "O", "C", "O", "H", "H", "H", "H", "C", "C", "C", "O", "C", "N", "H", "H", "H", "H", "H", "H", "H", "H", "H", "H", "H", "C", "C", "O", "O", "H", "H", "H", "H", "H", "H", "C", "C", "O", "O", "H", "H", "H", "H", "H", "H", "C", "C", "O", "O", "H", "H", "H", "H", "H", "H", "C", "C", "O", "O", "H", "H", "H", "H", "H", "H"], "positions_angstrom": [[25.55, -2.16, 29.16], [26.55, -0.80, 32.53], [29.72, -1.42, 29.18], [26.59, 0.21, 28.76], [26.02, -0.75, 27.69], [26.13, 1.54, 28.22], [28.11, 0.50, 28.65], [26.15, -0.38, 30.09], [27.43, -3.29, 30.72], [27.78, -4.75, 30.94], [25.94, -2.95, 30.94], [27.42, -2.81, 29.22], [28.34, -2.27, 31.48], [30.65, -4.48, 27.15], [29.92, -3.87, 28.19], [30.85, -5.54, 27.27], [30.18, -4.21, 26.20], [31.64, -4.01, 27.03], [28.98, -4.11, 28.13], [26.53, -4.25, 26.23], [25.08, -4.19, 26.70], [24.05, -5.20, 26.10], [23.92, -4.96, 24.73], [22.87, -5.54, 24.01], [25.04, -4.12, 28.18], [27.16, -3.51, 26.72], [26.59, -4.07, 25.15], [26.93, -5.27, 26.27], [24.75, -3.19, 26.40], [23.16, -4.98, 26.69], [24.33, -6.25, 26.22], [21.88, -5.45, 24.46], [23.08, -6.57, 23.73], [22.69, -4.96, 23.09], [25.78, -4.72, 28.54], [24.21, -4.62, 28.49], [27.94, -8.29, 29.94], [27.55, -7.42, 28.72], [26.78, -6.30, 29.18], [28.87, -7.62, 30.79], [28.28, -9.25, 29.55], [27.06, -8.45, 30.56], [26.87, -7.97, 28.07], [28.31, -7.02, 28.05], [27.29, -5.66, 29.75], [28.60, -6.70, 30.86], [31.60, 0.73, 31.60], [31.30, -0.63, 32.23], [31.28, -1.69, 31.32], [30.56, 0.95, 30.65], [32.59, 0.78, 31.14], [31.65, 1.50, 32.38], [30.28, -0.51, 32.62], [31.95, -0.85, 33.08], [30.90, -2.50, 31.71], [30.86, 1.75, 30.20], [23.84, -5.49, 32.08], [24.76, -6.21, 33.10], [25.99, -5.64, 33.48], [23.89, -4.12, 32.24], [22.84, -5.87, 32.26], [24.21, -5.82, 31.10], [24.86, -7.28, 32.87], [24.21, -6.28, 34.05], [26.63, -5.75, 32.77], [24.72, -3.76, 31.80], [29.80, -4.55, 33.84], [30.84, -4.81, 32.74], [30.37, -4.35, 31.49], [29.52, -3.16, 33.88], [30.09, -4.97, 34.80], [28.88, -5.07, 33.55], [31.06, -5.87, 32.61], [31.78, -4.32, 33.02], [29.49, -4.66, 31.24], [29.21, -2.97, 32.97]], "lowdin_charge": [0.7611, 1.9825, 2.0773, -0.1619, -0.3763, -0.4003, -0.6142, -0.6593, 0.0499, -0.3004, -0.5277, -0.5517, -0.6755, -0.1224, -0.3225, 0.0885, 0.0902, 0.0819, 0.0415, -0.0388, -0.3575, -0.1861, -0.1737, -0.1204, 0.0287, 0.0646, 0.0847, 0.0771, 0.1350, 0.1218, 0.1300, 0.0872, 0.0861, 0.0873, 0.0449, 0.0907, -0.2170, -0.2099, -0.1471, -0.0639, 0.1155, 0.1150, 0.1148, 0.1103, 0.0117, 0.0311, -0.2255, -0.2476, -0.2343, -0.1514, 0.1271, 0.1264, 0.1090, 0.1347, 0.0307, 0.1085, -0.2621, -0.2542, -0.0617, -0.0978, 0.1168, 0.1077, 0.1131, 0.1109, 0.0512, 0.0314, -0.2112, -0.2021, -0.1189, -0.0896, 0.1240, 0.1069, 0.1229, 0.1229, 0.0243, 0.0049], "s_squared": 6.0079, "orbital_gap_ev": [4.371, 4.365], "charge": 0, "multiplicity": 5}


{"formula": "C2H4FNO", "method": "the ωB97M-V functional and the def2-TZVPD basis", "species": ["O", "N", "C", "F", "C", "H", "H", "H", "H"], "positions_angstrom": [[1.95, -2.54, 1.86], [2.53, -2.29, 0.86], [3.24, -2.54, -0.05], [3.71, -1.74, -0.95], [-0.12, 0.06, 0.01], [0.87, -0.27, -0.12], [-0.37, 0.36, -0.94], [-0.90, -0.76, 0.36], [-0.10, 0.89, 0.57]], "lowdin_charge": [0.0732, -0.0895, -0.0992, 0.1068, -0.0206, -0.0162, -0.0165, 0.0891, -0.0271], "orbital_gap_ev": 9.233, "charge": 0, "smiles": "[O-][N+]#CF.C", "relative_energy_ev": 5.453}


{"formula": "C35H39N4O4PdSi", "method": "the ωB97M-V functional and the def2-TZVPD basis", "species": ["Pd", "O", "C", "C", "C", "C", "N", "C", "C", "C", "C", "C", "C", "O", "C", "C", "N", "H", "H", "H", "H", "H", "H", "H", "H", "H", "H", "H", "H", "C", "N", "C", "C", "O", "N", "C", "C", "H", "H", "H", "H", "H", "H", "H", "H", "H", "H", "H", "H", "O", "Si", "C", "C", "C", "C", "C", "C", "C", "C", "C", "C", "C", "C", "C", "C", "C", "C", "C", "C", "H", "H", "H", "H", "H", "H", "H", "H", "H", "H", "H", "H", "H", "H", "H"], "positions_angstrom": [[-0.20, -0.47, 0.73], [2.23, -1.31, -5.69], [2.89, -0.42, -4.81], [2.08, -0.29, -3.55], [2.56, 0.45, -2.48], [1.80, 0.56, -1.34], [0.60, -0.01, -1.23], [0.12, -0.73, -2.26], [0.84, -0.89, -3.43], [-1.20, -1.39, -2.06], [-1.98, -1.85, -3.10], [-3.20, -2.46, -2.81], [-4.07, -3.03, -3.90], [-3.57, -2.60, -5.15], [-3.59, -2.56, -1.48], [-2.75, -2.05, -0.50], [-1.58, -1.48, -0.79], [2.71, -1.35, -6.52], [3.01, 0.57, -5.25], [3.89, -0.78, -4.54], [3.54, 0.93, -2.52], [2.15, 1.10, -0.48], [0.46, -1.49, -4.24], [-1.68, -1.74, -4.13], [-5.10, -2.69, -3.74], [-4.06, -4.12, -3.81], [-4.13, -2.94, -5.85], [-4.53, -3.03, -1.20], [-3.03, -2.09, 0.55], [-4.52, 2.76, 1.93], [-3.95, 2.17, 0.71], [-4.70, 1.00, 0.26], [-2.56, 2.00, 0.67], [-2.10, 0.86, 0.56], [-1.82, 3.13, 0.71], [-2.37, 4.48, 0.52], [-0.37, 3.09, 0.75], [-4.73, 1.98, 2.67], [-5.45, 3.27, 1.70], [-3.83, 3.47, 2.37], [-5.74, 1.29, 0.11], [-4.67, 0.18, 1.00], [-4.30, 0.63, -0.68], [-3.36, 4.43, 0.08], [-1.71, 5.03, -0.16], [-2.42, 5.03, 1.46], [-0.03, 2.10, 0.96], [0.00, 3.76, 1.53], [0.05, 3.41, -0.20], [1.74, -0.92, 1.22], [1.26, -1.78, 2.53], [0.69, -3.53, 2.17], [0.54, -4.47, 3.19], [0.00, -5.73, 2.93], [-0.41, -6.06, 1.65], [-0.25, -5.15, 0.61], [0.30, -3.90, 0.87], [-0.34, -0.79, 2.99], [-1.58, -1.38, 3.31], [-2.60, -0.64, 3.86], [-2.42, 0.73, 4.09], [-1.22, 1.35, 3.77], [-0.19, 0.60, 3.22], [2.43, -1.77, 3.96], [3.79, -1.52, 3.74], [4.70, -1.57, 4.79], [4.26, -1.85, 6.08], [2.91, -2.09, 6.32], [2.00, -2.04, 5.27], [0.88, -4.24, 4.19], [-0.10, -6.45, 3.74], [-0.85, -7.04, 1.46], [-0.53, -5.42, -0.40], [0.47, -3.22, 0.05], [-1.72, -2.45, 3.14], [-3.54, -1.11, 4.12], [-3.22, 1.31, 4.54], [-1.08, 2.41, 3.96], [0.77, 1.06, 3.02], [4.14, -1.30, 2.73], [5.75, -1.37, 4.61], [4.97, -1.89, 6.90], [2.57, -2.30, 7.33], [0.95, -2.21, 5.47]], "lowdin_charge": [0.9774, -0.0463, -0.1970, -0.1564, 0.0111, -0.1014, 0.0322, -0.1675, 0.0663, -0.1931, 0.0656, -0.1633, -0.1996, -0.0492, 0.0031, -0.1068, 0.0285, 0.1009, 0.1364, 0.1352, 0.1305, 0.1159, 0.1218, 0.1217, 0.1319, 0.1360, 0.0998, 0.1270, 0.1125, -0.0509, -0.1437, -0.0562, -0.4749, -0.0406, -0.1093, -0.0336, -0.0390, 0.0813, 0.0952, 0.0784, 0.0939, 0.0863, 0.0862, 0.0911, 0.0926, 0.0921, 0.0319, 0.1013, 0.0981, -0.3565, 0.4494, -0.2325, -0.0859, -0.0773, -0.0833, -0.0828, -0.1068, -0.3085, -0.0736, -0.0611, -0.0619, -0.0701, -0.1089, -0.2338, -0.0817, -0.0788, -0.0805, -0.0791, -0.1039, 0.0927, 0.1062, 0.1046, 0.1031, 0.0784, 0.1101, 0.1121, 0.1081, 0.1138, 0.1124, 0.1026, 0.1054, 0.1062, 0.1055, 0.1029], "orbital_gap_ev": [7.370, 7.281], "charge": 1, "relative_energy_ev": 0.000}


{"formula": "CINOS", "method": "the ωB97M-V functional and the def2-TZVPD basis", "species": ["C", "N", "O", "S", "I"], "positions_angstrom": [[-0.50, 0.23, 0.00], [0.24, 1.07, -0.34], [-1.31, -0.62, 0.13], [2.18, -1.88, -0.06], [2.46, 0.39, 0.04]], "lowdin_charge": [-0.6295, -0.1507, 0.1295, -0.2230, 0.8736], "orbital_gap_ev": [6.347, 6.345], "charge": 0, "relative_energy_ev": 0.678}


{"formula": "C6H12", "method": "the ωB97M-V functional and the def2-TZVPD basis", "species": ["C", "C", "C", "C", "C", "C", "H", "H", "H", "H", "H", "H", "H", "H", "H", "H", "H", "H"], "positions_angstrom": [[-1.43, 0.47, 1.22], [-0.51, -0.22, 0.23], [-0.27, -0.03, -1.09], [1.17, 0.29, -1.32], [1.81, -0.02, 0.06], [0.75, -0.82, 0.80], [-0.74, 1.17, 1.74], [-1.87, -0.16, 2.00], [-2.20, 1.09, 0.76], [-0.93, -0.14, -1.95], [1.22, 1.37, -1.53], [1.63, -0.22, -2.17], [1.96, 0.91, 0.62], [2.77, -0.53, -0.04], [0.78, -1.88, 0.52], [0.82, -0.77, 1.90], [-2.48, -0.55, -0.64], [-2.48, 0.04, -1.09]], "lowdin_charge": [-0.0905, -0.3363, -0.1262, -0.1875, -0.1825, -0.1764, 0.0899, 0.0780, 0.0584, 0.0662, 0.1132, 0.0999, 0.1099, 0.1012, 0.1174, 0.1082, 0.0831, 0.0741], "orbital_gap_ev": 9.230, "charge": 0, "smiles": "CC1=CCCC1.[H][H]", "relative_energy_ev": 3.401}


{"formula": "C30H29F5N7O3SV", "method": "the ωB97M-V functional and the def2-TZVPD basis", "species": ["V", "C", "C", "N", "C", "S", "N", "N", "C", "C", "C", "C", "C", "C", "C", "N", "H", "H", "H", "H", "H", "H", "H", "H", "H", "H", "H", "H", "H", "C", "C", "O", "N", "C", "C", "C", "C", "C", "C", "N", "H", "H", "H", "H", "H", "H", "H", "H", "H", "H", "O", "C", "O", "C", "C", "C", "C", "C", "C", "C", "C", "C", "N", "H", "H", "H", "H", "H", "H", "F", "C", "F", "C", "F", "F", "F"], "positions_angstrom": [[-0.04, -0.39, 1.28], [1.41, -5.49, -2.34], [0.53, -4.98, -1.21], [0.92, -3.67, -0.74], [0.43, -2.50, -1.22], [-0.54, -2.45, -2.61], [0.80, -1.46, -0.45], [0.34, -0.21, -0.68], [0.55, 0.59, -1.66], [1.35, 0.24, -2.86], [0.01, 1.96, -1.44], [0.08, 2.93, -2.43], [-0.40, 4.20, -2.14], [-0.92, 4.46, -0.89], [-0.97, 3.41, 0.03], [-0.52, 2.20, -0.24], [1.09, -6.49, -2.66], [2.45, -5.56, -2.02], [1.35, -4.82, -3.19], [0.58, -5.65, -0.35], [-0.51, -4.94, -1.54], [1.36, -3.60, 0.17], [1.91, -0.67, -2.68], [2.04, 1.05, -3.09], [0.70, 0.05, -3.72], [0.50, 2.71, -3.40], [-0.36, 4.98, -2.89], [-1.30, 5.43, -0.62], [-1.38, 3.56, 1.03], [-3.48, -2.57, 1.87], [-3.05, -1.34, 1.14], [-1.89, -1.23, 0.72], [-3.95, -0.36, 0.95], [-3.59, 0.97, 0.47], [-3.57, 1.13, -1.02], [-2.99, 0.18, -1.86], [-2.92, 0.44, -3.21], [-3.42, 1.63, -3.70], [-3.98, 2.52, -2.79], [-4.06, 2.29, -1.48], [-3.19, -3.44, 1.29], [-4.55, -2.59, 2.08], [-2.92, -2.61, 2.80], [-4.87, -0.51, 1.31], [-2.61, 1.21, 0.88], [-4.31, 1.68, 0.89], [-2.56, -0.73, -1.46], [-2.45, -0.29, -3.87], [-3.38, 1.88, -4.75], [-4.38, 3.47, -3.13], [-1.18, 2.64, 3.58], [-0.53, 1.79, 2.97], [-1.08, 0.69, 2.47], [0.90, 1.90, 2.69], [1.63, 3.01, 3.13], [2.95, 3.14, 2.80], [3.57, 2.13, 1.99], [4.91, 2.21, 1.59], [5.49, 1.22, 0.81], [4.72, 0.13, 0.41], [3.40, 0.03, 0.79], [2.78, 1.02, 1.57], [1.46, 0.90, 1.92], [1.11, 3.74, 3.73], [3.54, 3.99, 3.13], [5.49, 3.06, 1.92], [6.53, 1.30, 0.52], [5.17, -0.65, -0.19], [2.81, -0.82, 0.48], [-0.28, -3.31, 1.97], [0.19, -2.14, 2.57], [-0.59, -2.01, 3.71], [1.57, -2.54, 3.09], [2.38, -2.88, 2.06], [2.16, -1.55, 3.77], [1.54, -3.61, 3.91]], "lowdin_charge": [0.9589, -0.1067, -0.2947, -0.0154, -0.8247, 0.6108, -0.0668, -0.0708, -0.2523, -0.0459, -0.2032, -0.0149, -0.0693, -0.0533, -0.1014, 0.1408, 0.0645, 0.0668, 0.0485, 0.1136, 0.0753, 0.1052, 0.0706, 0.0825, 0.0683, 0.1057, 0.1025, 0.1011, 0.1155, 0.0336, -0.4749, -0.0541, 0.1121, -0.0920, -0.2596, -0.0283, -0.0705, -0.0814, -0.1617, 0.1060, 0.0962, 0.0768, 0.0892, 0.1398, 0.0926, 0.1287, 0.0635, 0.0891, 0.0938, 0.0966, 0.0154, -0.5920, -0.1670, -0.2183, -0.0272, -0.0443, -0.1702, -0.0676, -0.1248, -0.1065, -0.0377, -0.2021, 0.0274, 0.1118, 0.0941, 0.0993, 0.0857, 0.0931, 0.0745, -0.0088, -0.3555, 0.0091, -0.5907, 0.1148, 0.1538, 0.1273], "s_squared": 3.7890, "orbital_gap_ev": [4.849, 7.750], "charge": -1, "relative_energy_ev": 0.000, "multiplicity": 4}


Number 1: F_max 1.89 eV/A. Number 2: F_max 3.71 eV/A. Number 3: F_max 9.40 eV/A. Number 4: F_max 4.39 eV/A. Number 5: F_max 1.96 eV/A. Number 6: F_max 5.13 eV/A. Number 7: F_max 0.93 eV/A. Number 8: F_max 0.13 eV/A.